1.
Entry from the Open Molecules 2025 dataset: a cluster of 3 separate species, C42H49BN4O8S in total (ωB97M-V/def2-TZVPD).

Geometry as XYZ:
```
105
Properties=species:S:1:pos:R:3:forces:R:3:lowdin_charge:R:1
C 2.1618 -1.6896 -3.0103 0.12 -0.02 0.12 -0.082
C 1.6766 -2.2330 -1.6722 -0.20 0.32 0.05 -0.194
C 2.5635 -1.8301 -0.4831 0.24 -0.11 -0.16 -0.333
C 3.7012 -2.8263 -0.2204 -0.18 0.00 0.24 -0.038
C 1.7332 -1.5290 0.7410 -0.30 -0.17 0.38 -0.148
C 0.9667 -2.5379 1.3655 -0.08 0.43 0.27 -0.033
B 0.8637 -4.0326 0.8728 0.21 0.01 -0.40 -0.631
O -0.2077 -4.4204 0.0826 -0.07 0.37 0.11 0.160
O 1.7875 -4.9870 1.1789 -0.52 -0.14 0.54 0.049
C 2.4989 -4.9111 2.4134 0.26 -0.37 -0.19 -0.047
C 0.1750 -2.2097 2.4785 0.35 0.31 -0.38 -0.029
C 0.1375 -0.9160 2.9898 0.23 -0.27 -0.40 -0.010
C 0.8993 0.0759 2.3874 0.01 -0.34 -0.09 -0.255
C 1.6721 -0.2254 1.2567 -0.17 -0.20 0.26 -0.343
S 2.5956 1.1073 0.5442 0.09 0.03 -0.04 1.090
C 1.4148 2.4051 0.7637 -0.25 0.21 0.08 -0.366
C 1.2320 3.3930 -0.2120 -0.34 0.25 0.35 -0.223
C 1.9781 3.4119 -1.5125 0.00 -0.33 0.17 -0.123
C 1.2828 2.6627 -2.6471 -0.06 -0.04 -0.19 -0.426
C 2.2940 2.2386 -3.6926 -0.07 -0.06 -0.02 -0.047
O 0.6068 1.5291 -2.1118 0.04 -0.04 0.07 -0.035
C 0.3149 4.4104 0.0568 0.14 -0.44 0.44 -0.026
C -0.4144 4.4335 1.2434 0.38 -0.45 0.04 -0.022
C -0.2529 3.4350 2.2118 0.40 0.18 -0.56 -0.166
C -1.0509 3.4419 3.4832 -0.08 -0.03 -0.18 -0.146
C -2.1712 2.4028 3.4496 -0.01 0.06 0.07 -0.186
C -3.3639 2.7927 2.5978 -0.14 -0.56 -0.21 -0.213
N -4.2110 1.6115 2.3187 0.13 0.08 0.16 -0.066
C -4.2348 1.2210 0.9162 0.05 0.06 0.29 -0.180
C -5.0996 0.0171 0.6719 -0.39 -0.40 0.00 -0.136
C -5.5995 -0.7859 1.6985 -0.05 0.00 -0.46 -0.030
C -6.3769 -1.9132 1.4346 0.19 0.17 -0.41 -0.093
C -6.6699 -2.2575 0.1195 0.22 0.44 0.13 -0.092
C -6.1973 -1.4623 -0.9234 0.08 0.06 0.43 -0.030
C -5.4220 -0.3429 -0.6432 0.06 -0.16 0.27 -0.277
O -4.9253 0.4558 -1.6386 0.03 0.05 -0.02 0.049
C 0.6889 2.4254 1.9580 -0.25 0.41 -0.28 -0.208
N 0.8716 1.3961 2.9276 -0.04 -0.05 0.13 0.054
H 1.3324 -1.5644 -3.6989 -0.09 -0.13 -0.21 0.071
H 2.5966 -0.7051 -2.8672 0.06 0.16 -0.02 0.048
H 2.9083 -2.3267 -3.4751 0.14 -0.09 -0.09 0.072
H 0.6876 -1.8218 -1.4892 -0.20 0.00 0.02 0.119
H 1.5636 -3.3141 -1.7157 -0.08 -0.18 0.02 0.109
H 3.0530 -0.9078 -0.7724 -0.05 0.27 -0.01 0.071
H 3.9753 -2.8229 0.8302 0.23 0.12 0.13 0.071
H 3.4091 -3.8448 -0.4519 -0.05 -0.21 -0.14 0.078
H 4.5797 -2.5659 -0.8025 0.15 -0.03 -0.16 0.082
H -0.8617 -4.9310 0.5639 0.02 -0.34 -0.19 0.105
H 2.8895 -5.9032 2.6158 0.01 -0.20 -0.01 0.094
H 1.8591 -4.6364 3.2449 -0.16 0.18 0.05 0.095
H 3.3442 -4.2456 2.3567 0.09 0.40 -0.04 0.055
H -0.4322 -2.9716 2.9470 -0.09 -0.11 0.08 0.112
H -0.4790 -0.6799 3.8413 -0.05 0.14 0.15 0.108
H 2.0987 4.4435 -1.8241 0.16 0.19 -0.10 0.126
H 2.9676 2.9808 -1.3811 0.19 0.01 0.04 0.096
H 0.5564 3.3255 -3.1170 -0.21 0.15 0.09 0.127
H 1.8025 1.8189 -4.5662 -0.08 -0.08 -0.15 0.079
H 2.8960 3.0816 -4.0192 0.12 0.15 -0.05 0.083
H 2.9417 1.4765 -3.2695 0.18 -0.05 0.05 0.069
H -0.0081 1.2113 -2.7767 -0.07 -0.07 -0.04 0.094
H 0.1841 5.1833 -0.6820 -0.09 0.16 -0.09 0.100
H -1.1034 5.2416 1.4350 -0.14 0.12 0.01 0.109
H -0.4109 3.2373 4.3336 0.16 -0.03 0.13 0.108
H -1.4583 4.4419 3.6198 -0.15 0.12 0.11 0.113
H -2.5052 2.1931 4.4638 -0.08 -0.07 0.19 0.116
H -1.7742 1.4736 3.0433 0.19 -0.12 0.02 0.097
H -2.9930 3.2031 1.6605 -0.03 0.18 -0.20 0.105
H -3.9690 3.5417 3.1016 -0.02 0.27 0.01 0.111
H -3.7884 0.8418 2.8231 -0.13 -0.07 0.15 0.084
H -4.6090 2.0586 0.3342 -0.06 0.12 -0.15 0.118
H -3.2237 1.0027 0.5527 0.13 0.04 -0.26 0.135
H -5.3910 -0.5188 2.7202 0.01 0.06 0.16 0.099
H -6.7378 -2.5187 2.2485 -0.08 -0.09 0.13 0.094
H -7.2706 -3.1257 -0.0938 -0.09 -0.14 -0.07 0.097
H -6.4218 -1.7056 -1.9514 -0.06 -0.07 -0.15 0.107
H -5.1156 0.0463 -2.4873 -0.02 0.02 -0.07 0.102
H 1.6822 1.5707 3.5101 0.08 0.01 0.02 0.143
C -6.2225 6.3443 -3.2771 0.01 -0.03 0.02 -0.070
C -5.3623 7.2576 -3.8727 -0.03 -0.05 0.04 -0.066
C -3.9919 7.0724 -3.7963 -0.05 0.09 -0.05 -0.003
C -3.5140 5.9641 -3.1221 0.03 -0.03 -0.01 -0.146
C -4.3475 5.0419 -2.5198 -0.12 -0.07 0.04 0.002
C -5.7166 5.2416 -2.6007 0.01 0.05 -0.04 -0.061
N -2.0572 5.7622 -3.0431 0.12 0.04 0.14 -0.341
O -1.3440 6.6059 -3.5468 0.04 0.03 -0.08 0.079
O -1.6458 4.7758 -2.4634 -0.13 -0.03 -0.10 0.070
H -7.2922 6.4926 -3.3404 -0.01 0.00 0.01 0.107
H -5.7576 8.1161 -4.3973 -0.01 0.01 -0.01 0.108
H -3.3069 7.7728 -4.2491 0.06 -0.04 0.01 0.119
H -3.9431 4.1876 -1.9998 0.11 -0.02 0.00 0.117
H -6.3823 4.5302 -2.1335 -0.04 -0.01 0.01 0.109
C 7.2457 -7.4076 -0.6768 -0.01 0.01 0.03 -0.069
C 7.4413 -7.9617 0.5820 -0.01 0.03 -0.06 -0.065
C 7.0697 -7.2596 1.7165 0.05 -0.10 0.01 -0.003
C 6.5045 -6.0082 1.5597 0.01 -0.01 -0.01 -0.142
C 6.3036 -5.4334 0.3196 -0.02 0.05 -0.11 0.006
C 6.6808 -6.1460 -0.8069 0.02 -0.06 0.01 -0.058
N 6.0871 -5.2632 2.7591 -0.03 -0.01 -0.01 -0.341
O 6.2782 -5.7774 3.8412 0.01 -0.02 0.05 0.084
O 5.5611 -4.1806 2.5927 0.16 0.08 0.04 0.056
H 7.5335 -7.9624 -1.5596 0.01 -0.01 -0.01 0.107
H 7.8818 -8.9438 0.6814 0.01 -0.02 0.00 0.108
H 7.2129 -7.6736 2.7027 -0.03 0.05 0.04 0.119
H 5.8598 -4.4534 0.2372 -0.02 0.02 0.06 0.098
H 6.5295 -5.7151 -1.7867 -0.01 0.01 -0.01 0.110
```
Positions in Å, forces in eV/Å.

Output
total charge	0
frontier orbital gap	7.101	eV
highest occupied orbital energy	-7.64	eV
total energy	-78198.4202	eV
SMILES	CC[C@H](C)c1c(B(O)OC)ccc2c1Sc1c(C[C@@H](C)O)ccc(CCCNCc3ccccc3O)c1N2.O=[N+]([O-])c1ccccc1.O=[N+]([O-])c1ccccc1

2.
Entry from the Open Molecules 2025 dataset: a structure of composition C42H49N5Os at a distorted geometry (ωB97M-V/def2-TZVPD).

Geometry as XYZ:
```
97
Properties=species:S:1:pos:R:3:forces:R:3:lowdin_charge:R:1
Os -0.0129 -0.0485 -0.0234 0.01 -0.08 -0.59 1.684
C -5.3063 -2.8075 0.4049 -0.12 0.11 0.10 -0.083
C -5.3520 -1.3806 0.9613 0.20 -0.14 -0.11 -0.191
C -4.2048 -0.5846 0.4347 0.50 0.12 0.12 -0.145
C -4.2256 0.3595 -0.5782 0.65 0.01 -0.13 -0.144
C -5.4373 0.8693 -1.2845 0.08 0.17 0.21 -0.195
C -6.1816 1.9066 -0.4382 0.00 -0.05 -0.22 -0.087
C -2.8743 0.7559 -0.7924 -0.81 0.14 -0.16 -0.229
N -2.0453 0.0562 0.0476 0.27 -0.29 0.33 -0.074
C -2.8475 -0.7421 0.8239 -0.58 -0.12 -0.12 -0.239
C -2.4129 -1.5437 1.8887 0.62 -0.12 0.15 0.036
C -1.1150 -1.7164 2.3257 -0.63 0.22 -0.25 -0.240
C -0.7134 -2.6169 3.3804 0.59 -0.20 0.04 -0.129
C -1.6528 -3.4174 4.2217 0.02 0.16 -0.01 -0.188
C -2.4109 -2.5594 5.2363 -0.02 -0.17 -0.03 -0.085
C 0.6514 -2.6146 3.4030 -0.49 -0.18 -0.06 -0.126
C 1.0898 -1.7022 2.3686 0.49 0.20 -0.17 -0.233
C 2.3943 -1.4942 1.9795 -0.49 -0.01 -0.02 0.045
C 2.8317 -0.6879 0.9158 0.56 -0.37 0.12 -0.239
N 2.0171 0.0768 0.1208 -0.23 -0.02 0.04 -0.069
C 2.8387 0.7799 -0.7213 0.72 -0.05 0.09 -0.233
C 2.3999 1.7489 -1.6279 -1.06 0.36 -0.38 0.028
C 1.0878 2.0945 -1.8874 1.50 -0.21 0.07 -0.239
N -0.0253 1.4630 -1.3827 0.12 -0.33 0.72 -0.084
C -1.1250 2.0954 -1.9324 -1.35 -0.15 0.09 -0.235
C -2.4346 1.7429 -1.6931 0.84 0.22 -0.22 0.045
C -0.6786 3.1787 -2.7777 0.76 0.17 -0.06 -0.130
C 0.6870 3.1752 -2.7520 -0.79 0.03 -0.18 -0.135
C 1.6226 4.1262 -3.4239 -0.01 0.07 0.15 -0.188
C 2.2484 5.1033 -2.4241 0.00 -0.04 -0.13 -0.082
C -1.5452 4.1110 -3.5603 0.03 -0.21 -0.13 -0.188
C -1.6335 3.6824 -5.0285 -0.08 0.12 0.15 -0.084
C 4.1980 0.4189 -0.4921 -0.49 0.15 -0.01 -0.140
C 4.1915 -0.5070 0.5337 -0.49 0.12 0.12 -0.143
C 5.3520 -1.2691 1.0774 -0.13 -0.07 -0.14 -0.191
C 5.3837 -2.6731 0.4682 0.10 0.08 0.13 -0.081
C 5.3705 0.9417 -1.2552 -0.18 -0.14 -0.14 -0.191
C 5.4088 0.4066 -2.6888 0.12 0.14 0.12 -0.086
N -0.0097 -1.1362 1.7743 0.01 0.38 0.02 -0.072
C 1.5469 -3.4223 4.2825 -0.05 0.09 0.18 -0.190
C 1.6574 -2.8211 5.6863 0.11 -0.14 -0.13 -0.080
H -6.1389 -3.3971 0.7831 -0.06 -0.12 0.01 0.069
H -4.3729 -3.2961 0.6758 0.05 -0.07 0.02 0.067
H -5.3623 -2.7816 -0.6810 -0.01 -0.04 -0.12 0.077
H -5.3234 -1.4107 2.0531 -0.10 0.05 0.02 0.110
H -6.2890 -0.9128 0.6617 -0.08 0.06 0.11 0.098
H -6.1046 0.0318 -1.4999 -0.01 0.02 -0.13 0.110
H -5.1479 1.3184 -2.2347 -0.09 -0.07 -0.10 0.100
H -6.5224 1.4696 0.4966 -0.05 -0.04 0.12 0.067
H -7.0450 2.2932 -0.9764 -0.11 0.07 0.01 0.068
H -5.5235 2.7370 -0.1940 0.06 0.11 0.03 0.076
H -3.1798 -2.0879 2.4132 -0.10 -0.10 0.10 0.096
H -1.0872 -4.1844 4.7537 -0.03 -0.07 -0.04 0.105
H -2.3711 -3.9276 3.5737 0.03 -0.07 0.02 0.113
H -1.7169 -2.0710 5.9136 0.09 0.11 0.10 0.068
H -3.0838 -3.1782 5.8264 -0.09 -0.02 0.08 0.071
H -2.9970 -1.7888 4.7415 -0.03 0.08 -0.03 0.066
H 3.1681 -2.0047 2.5295 0.04 -0.10 0.08 0.098
H 3.1609 2.2911 -2.1653 0.08 0.10 -0.04 0.100
H -3.2002 2.2798 -2.2320 -0.02 0.08 -0.03 0.101
H 1.0831 4.6978 -4.1820 0.03 -0.09 -0.04 0.100
H 2.4131 3.5728 -3.9380 -0.03 0.00 -0.05 0.114
H 1.4723 5.6918 -1.9394 -0.05 0.07 0.06 0.078
H 2.9316 5.7813 -2.9315 0.07 0.08 0.01 0.071
H 2.7959 4.5703 -1.6506 0.05 0.00 0.07 0.066
H -1.1302 5.1212 -3.5102 -0.10 -0.01 0.09 0.112
H -2.5468 4.1355 -3.1297 0.01 0.14 0.03 0.102
H -0.6501 3.7085 -5.4921 0.07 -0.04 -0.07 0.068
H -2.2918 4.3514 -5.5782 -0.06 0.02 -0.12 0.070
H -2.0197 2.6686 -5.1048 -0.04 -0.09 -0.05 0.077
H 5.2836 -1.3362 2.1640 0.09 0.02 0.07 0.107
H 6.2805 -0.7506 0.8312 -0.01 0.01 0.14 0.100
H 4.4572 -3.2009 0.6846 -0.05 -0.09 0.01 0.070
H 6.2206 -3.2474 0.8580 0.08 -0.14 0.02 0.069
H 5.4822 -2.6065 -0.6126 0.01 -0.03 -0.12 0.071
H 6.2909 0.6467 -0.7495 0.02 0.15 0.05 0.099
H 5.3368 2.0343 -1.2768 0.09 0.03 0.03 0.110
H 5.5311 -0.6735 -2.6845 0.01 -0.13 -0.04 0.070
H 6.2406 0.8505 -3.2326 0.06 -0.02 -0.14 0.069
H 4.4846 0.6367 -3.2125 -0.07 0.01 -0.09 0.064
H 2.5441 -3.4882 3.8444 -0.05 -0.08 -0.03 0.098
H 1.1585 -4.4426 4.3560 0.07 0.02 -0.03 0.111
H 2.0495 -1.8075 5.6316 0.01 0.09 0.05 0.079
H 2.3241 -3.4200 6.3045 0.05 0.00 0.10 0.070
H 0.6829 -2.7869 6.1666 -0.10 0.04 0.07 0.061
N 0.0097 -1.7615 -0.7764 -0.05 0.20 0.58 -0.010
C 0.0289 -2.5160 -1.8434 0.02 -0.32 -0.54 -0.367
C 0.0210 -3.9322 -1.6609 0.01 0.02 0.09 -0.014
C 0.0568 -4.7820 -2.7366 -0.01 -0.12 0.19 -0.090
C 0.0980 -4.2851 -4.0337 0.00 0.06 -0.02 -0.081
C 0.1003 -2.9090 -4.2397 0.01 0.11 -0.21 -0.088
C 0.0650 -2.0316 -3.1840 0.00 0.32 0.14 -0.012
H -0.0111 -4.3034 -0.6483 0.00 -0.05 0.11 0.111
H 0.0552 -5.8482 -2.5724 -0.01 -0.13 0.04 0.103
H 0.1287 -4.9630 -4.8718 0.00 -0.05 -0.11 0.101
H 0.1335 -2.5304 -5.2515 -0.01 0.09 -0.04 0.104
H 0.0669 -0.9589 -3.3362 0.00 0.01 -0.02 0.105
```
Positions in Å, forces in eV/Å.

Output
total charge	0
frontier orbital gap (alpha / beta)	4.477 / 4.464	eV
expectation value of S²	6.110
highest occupied orbital energy (alpha / beta)	-4.78 / -6.49	eV
spin multiplicity	5
total energy	-54267.1975	eV